Here is C27H35N5O2P2Sn as an isolated structure from the OMol25 dataset. Energies are from ωB97M-V with the def2-TZVPD basis set.

Cartesian coordinates (Å):
Sn1 -0.547 -2.237 -1.264
P1 0.523 0.184 2.036
P2 1.822 1.995 -0.556
O1 4.970 0.901 -0.799
O2 2.718 1.756 0.607
N1 4.776 0.955 0.346
N2 1.629 0.689 -1.668
N3 0.812 1.095 3.454
N4 -0.548 -1.063 2.921
N5 2.532 3.047 -1.661
C1 -0.530 1.272 0.956
C2 1.895 -1.127 -2.972
C3 3.768 3.686 -1.474
C4 1.537 0.561 4.545
C5 -3.422 -0.648 -0.423
C6 -3.175 -2.811 -2.484
C7 0.182 2.325 0.048
C8 0.381 2.373 3.818
C9 -2.042 -0.446 -2.518
C10 -2.364 -1.599 0.086
C11 2.429 -0.426 -1.898
C12 -2.373 -3.010 -0.092
C13 3.901 4.605 -2.504
C14 0.703 0.770 -2.695
C15 2.765 4.480 -3.369
C16 1.934 3.507 -2.848
C17 1.279 -2.747 -0.277
C18 -2.845 -3.761 -1.309
C19 -0.178 -2.423 2.964
C20 -1.234 -3.171 3.471
C21 -2.301 -2.264 3.759
C22 -2.933 0.249 -1.579
C23 -1.856 -0.984 3.418
C24 0.804 2.642 5.115
C25 0.882 -0.294 -3.540
C26 -2.016 -1.841 -2.795
C27 1.537 1.495 5.571
H1 2.210 -2.763 -0.858
H2 -4.104 -2.248 -2.298
H3 4.422 3.416 -0.657
H4 -3.272 -2.532 4.151
H5 -0.032 1.583 -2.714
H6 1.012 3.089 -3.232
H7 3.287 -0.644 -1.251
H8 -2.205 -3.627 0.804
H9 -3.748 0.015 0.401
H10 -3.335 -3.391 -3.402
H11 0.337 -0.432 -4.460
H12 -3.806 0.659 -2.123
H13 0.813 -2.723 2.678
H14 2.161 -2.103 -3.337
H15 -4.334 -1.186 -0.727
H16 -3.690 -4.437 -1.077
H17 -2.421 1.147 -1.182
H18 -1.226 1.814 1.606
H19 -1.145 0.602 0.333
H20 -0.396 2.515 -0.856
H21 -1.606 0.197 -3.286
H22 -1.998 -4.426 -1.614
H23 2.548 5.027 -4.267
H24 -1.230 -4.240 3.603
H25 1.359 -1.945 0.471
H26 -2.345 -0.032 3.522
H27 -1.883 -1.242 0.998
H28 4.701 5.308 -2.631
H29 0.613 3.543 5.682
H30 2.003 1.364 6.542
H31 -0.183 2.965 3.118
H32 1.139 -3.702 0.230
H33 1.981 -0.420 4.470
H34 0.319 3.263 0.614
H35 -1.363 -2.151 -3.644

Computed properties:
- calculated total energy (Eh) = -2370.79270
- net charge = 0